The following is a DFT calculation (wB97M-V/def2-TZVPD) of an isolated molecule of C2H7NO.

HOMO energy   -9.49 eV
M   61.08 g/mol
Energy relative to the best compared isomer or geometry (same formula, charge and spin)   19.2 kcal per mole
Gap between HOMO and LUMO   10.61 eV
LUMO energy   1.117 eV
Charge   0
Structure (SMILES)   CNCO

Each atom is followed by the atoms it is bonded to, with distances in Å.
Cartesian coordinates (Å):
1 C -0.1313 -0.6576 -1.6897  N2 1.481, H5 1.109, H6 1.088, H7 1.099
2 N -0.5265 0.0128 -0.4292  C1 1.481, C3 1.439, H8 1.017
3 C 0.5470 0.0140 0.5294  N2 1.439, O4 1.423, H9 1.096, H10 1.105
4 O 0.1046 0.6725 1.7113  C3 1.423, H11 0.978
5 H 0.2624 -1.6687 -1.4615  C1 1.109
6 H -1.0307 -0.7253 -2.2982  C1 1.088
7 H 0.5986 -0.0568 -2.2497  C1 1.099
8 H -1.2505 -0.6553 -0.1752  N2 1.017
9 H 1.4197 0.5075 0.0865  C3 1.096
10 H 0.8040 -1.0169 0.8348  C3 1.105
11 H -0.1438 1.5597 1.3824  O4 0.978

Atom charges from the Löwdin analysis, given in e for atoms 1 to 6: number 1, C, carries -0.138; number 2, N, carries -0.123; number 3, C, carries -0.343; number 4, O, carries -0.067; number 5, H, carries 0.081; number 6, H, carries 0.073

---

The following is a DFT calculation (wB97M-V/def2-TZVPD) of a 3-piece molecular cluster, C4H17N2O2 overall.

HOMO energy   -13.40 eV
M   125.19 g/mol
Energy relative to the best compared isomer or geometry (same formula, charge and spin)   22.9 kcal per mole
Gap between HOMO and LUMO   10.72 eV
LUMO energy   -2.670 eV
Charge   +1

Each atom is followed by the atoms it is bonded to, with distances in Å.
Cartesian coordinates (Å):
1 C 1.2514 0.0234 -0.6313  C2 1.508, N6 1.498, H7 1.082, H8 1.085
2 C 1.3292 -1.4092 -0.1654  C1 1.508, C3 1.494, H9 1.099, H10 1.109
3 C 0.0773 -2.2012 0.0320  C2 1.494, N5 1.505, H11 1.078, H12 1.100
4 C -2.2114 -1.7109 0.8772  N5 1.471, H13 1.100, H14 1.086, H15 1.093
5 N -0.7668 -1.5086 1.0674  C3 1.505, C4 1.471, H16 1.016
6 N 0.2315 0.7419 0.1982  C1 1.498, H17 1.044, H18 1.030, H19 1.025
7 H 1.0127 0.0517 -1.6860  C1 1.082
8 H 2.2449 0.4114 -0.4341  C1 1.085
9 H 2.0158 -1.8871 -0.8785  C2 1.099
10 H 1.9863 -1.5529 0.7167  C2 1.109
11 H 0.2216 -3.2257 0.3354  C3 1.078
12 H -0.5537 -2.2127 -0.8690  C3 1.100
13 H -2.4116 -1.6581 -0.2036  C4 1.100
14 H -2.8043 -0.9706 1.4053  C4 1.086
15 H -2.5435 -2.7432 1.0141  C4 1.093
16 H -0.5198 -1.9019 1.9708  N5 1.016
17 H -0.3814 0.0608 0.6994  N6 1.044
18 H 0.7261 1.3901 0.8283  N6 1.030
19 H -0.1916 1.5009 -0.3447  N6 1.025
20 H 0.5816 3.5434 2.0606  O22 0.968
21 H 0.2890 4.0684 0.6253  O22 0.945
22 O 0.8028 3.4506 1.1226  H20 0.968, H21 0.945
23 H 0.5804 2.6700 -2.8596  O25 0.972
24 H -0.8694 2.4606 -2.7162  O25 0.960
25 O -0.0972 2.6089 -2.1650  H23 0.972, H24 0.960

Atom charges from the Löwdin analysis, given in e for atoms 1 to 6: number 1, C, carries -0.142; number 2, C, carries -0.199; number 3, C, carries -0.188; number 4, C, carries -0.098; number 5, N, carries -0.160; number 6, N, carries 0.158

---

Please write out number 1 again, unchanged.
The following is a DFT calculation (wB97M-V/def2-TZVPD) of an isolated molecule of C2H7NO.

HOMO energy   -9.49 eV
M   61.08 g/mol
Energy relative to the best compared isomer or geometry (same formula, charge and spin)   19.2 kcal per mole
Gap between HOMO and LUMO   10.61 eV
LUMO energy   1.117 eV
Charge   0
Structure (SMILES)   CNCO

Each atom is followed by the atoms it is bonded to, with distances in Å.
Cartesian coordinates (Å):
1 C -0.1313 -0.6576 -1.6897  N2 1.481, H5 1.109, H6 1.088, H7 1.099
2 N -0.5265 0.0128 -0.4292  C1 1.481, C3 1.439, H8 1.017
3 C 0.5470 0.0140 0.5294  N2 1.439, O4 1.423, H9 1.096, H10 1.105
4 O 0.1046 0.6725 1.7113  C3 1.423, H11 0.978
5 H 0.2624 -1.6687 -1.4615  C1 1.109
6 H -1.0307 -0.7253 -2.2982  C1 1.088
7 H 0.5986 -0.0568 -2.2497  C1 1.099
8 H -1.2505 -0.6553 -0.1752  N2 1.017
9 H 1.4197 0.5075 0.0865  C3 1.096
10 H 0.8040 -1.0169 0.8348  C3 1.105
11 H -0.1438 1.5597 1.3824  O4 0.978

Atom charges from the Löwdin analysis, given in e for atoms 1 to 6: number 1, C, carries -0.138; number 2, N, carries -0.123; number 3, C, carries -0.343; number 4, O, carries -0.067; number 5, H, carries 0.081; number 6, H, carries 0.073

---

- Among the records above, which one has the lowest LUMO energy?
  C4H17N2O2